DFT (ωB97M-V with the def2-TZVPD basis set) results for a structure of composition C2H10N3O.

```
! wB97M-V def2-TZVPD RIJCOSX def2/J DEFGRID3
* xyz 1 1
O -1.34 -0.44 1.04
N 0.74 -1.18 -1.58
N -1.12 0.84 -0.77
N 0.24 1.43 1.25
C 0.82 -0.73 -0.20
C -0.50 0.13 0.16
H 0.69 -1.67 0.45
H 1.65 -1.42 -1.97
H 0.20 2.12 0.42
H 1.77 -0.11 0.01
H 0.04 -1.93 -1.50
H -2.13 0.73 -0.67
H -0.44 1.67 1.94
H 1.20 1.21 1.61
H -0.96 -1.15 1.49
H -0.87 0.49 -1.68
*
```

Summary:
Energy above the lowest of the compared OMol25 structures with the same formula, charge and spin: 55.5 kcal/mol
Kohn-Sham gap: 10.94 eV
Energy: -8746.734 eV

natural (NBO) charges in e: number 1, O, carries -0.675; number 2, N, carries -0.851; number 3, N, carries -0.844; number 4, N, carries -0.871; number 5, C, carries -0.267; number 6, C, carries 0.659; number 7, H, carries 0.192; number 8, H, carries 0.409; number 9, H, carries 0.446; number 10, H, carries 0.225; number 11, H, carries 0.379; number 12, H, carries 0.418; number 13, H, carries 0.425; number 14, H, carries 0.426; number 15, H, carries 0.498; number 16, H, carries 0.431

---

DFT (ωB97M-V with the def2-TZVPD basis set) results for a structure of composition C18H36B3Br18F12Ni.

```
! wB97M-V def2-TZVPD RIJCOSX def2/J DEFGRID3
* xyz -1 3
Br 1.28 3.57 4.76
Br -1.92 -0.37 5.04
Br 0.10 6.22 -4.30
Br 6.48 -5.36 -0.72
Br -2.95 -2.56 -1.38
Br -4.09 0.55 0.55
Br -2.37 3.69 -2.44
Br 4.25 -4.44 3.29
Br -1.90 6.47 3.53
Br 1.88 -0.03 3.84
Br 4.16 0.21 -0.24
Br 2.11 6.10 1.23
Br -5.84 1.95 3.72
Br 0.03 -3.98 -2.85
Br -4.99 -0.65 -4.15
Br 3.49 3.21 -3.22
Br 4.53 -3.13 -3.50
Br -1.44 1.10 -6.59
Ni -0.72 -2.21 1.10
F -1.16 -0.27 0.49
F -2.42 -3.67 3.67
F -0.36 0.30 -1.59
F 0.99 0.58 0.30
F 0.81 -2.89 2.38
F -0.51 -4.17 1.09
F 1.78 -4.27 0.74
F 0.86 -5.13 2.66
F -3.71 -3.89 1.68
F -4.28 -2.32 3.27
F -2.28 -2.25 2.05
F 0.44 -1.62 -0.42
C 5.04 -4.30 1.49
C 1.82 4.21 -3.19
C 1.66 4.94 -4.51
C 2.63 2.75 3.56
C 2.18 1.51 2.83
C 4.38 -2.23 -1.70
C 0.18 5.80 1.74
C -2.75 -4.40 -2.06
C -0.01 6.56 3.02
C -3.31 0.34 -4.55
C -3.79 1.60 -1.15
C -1.29 -4.91 -1.85
C 4.31 -0.77 -2.00
C -2.72 2.60 -0.79
C -2.99 0.00 -5.99
C -3.20 0.95 4.14
C 5.85 -5.53 1.12
C -4.65 0.47 4.33
B 0.07 -0.18 -0.39
B -3.30 -3.10 2.74
B 0.83 -4.22 1.75
H -1.34 -5.95 -2.15
H -3.51 0.82 -1.85
H -3.65 1.34 -4.38
H 1.45 4.26 -5.35
H 5.28 -2.54 -1.24
H -2.96 0.71 3.09
H 0.15 4.72 1.80
H 2.81 3.44 2.77
H 1.86 4.81 -2.30
H -0.98 -5.04 -0.81
H 5.16 -0.39 -2.60
H -2.68 -1.04 -6.06
H 3.51 2.68 4.23
H -3.18 3.30 -0.12
H -1.74 2.23 -0.43
H -0.48 6.08 0.92
H 3.55 -2.71 -1.28
H -2.95 1.92 4.48
H -4.90 0.40 5.38
H 0.17 7.62 2.85
H 1.03 3.50 -2.99
H 3.37 -0.40 -2.39
H -3.04 -4.31 -3.11
H 5.58 -3.38 1.44
H 3.01 1.33 2.17
H -3.32 -5.07 -1.49
H 4.10 -4.32 0.91
H -4.87 -0.40 3.73
H -2.51 0.03 -3.88
H 6.73 -5.70 1.73
H 2.57 5.48 -4.74
H -4.71 2.08 -1.39
H 0.62 6.19 3.83
H 1.22 1.64 2.34
H 5.25 -6.41 1.07
H -3.78 0.23 -6.68
*
```

Summary:
Expectation value of S²: 2.00
Kohn-Sham gap (spin up / spin down): 9.30 / 8.81 eV
Energy: -1355720.082 eV

Löwdin charges in e: number 1, Br, carries 0.607; number 2, Br, carries 0.584; number 3, Br, carries 0.527; number 4, Br, carries 0.619; number 5, Br, carries 0.695; number 6, Br, carries 0.690; number 7, Br, carries 0.576; number 8, Br, carries 0.668; number 9, Br, carries 0.600; number 10, Br, carries 0.718; number 11, Br, carries 0.618; number 12, Br, carries 0.567; number 13, Br, carries 0.535; number 14, Br, carries 0.671; number 15, Br, carries 0.585; number 16, Br, carries 0.622; number 17, Br, carries 0.547; number 18, Br, carries 0.564; number 19, Ni, carries 0.922; number 20, F, carries -0.048; number 21, F, carries 0.118; number 22, F, carries 0.178; number 23, F, carries 0.141; number 24, F, carries 0.047; number 25, F, carries 0.033; number 26, F, carries 0.145; number 27, F, carries 0.280; number 28, F, carries 0.119; number 29, F, carries 0.161; number 30, F, carries -0.043; number 31, F, carries 0.018; number 32, C, carries -0.674; number 33, C, carries -0.709; number 34, C, carries -0.622; number 35, C, carries -0.616; number 36, C, carries -0.781; number 37, C, carries -0.622; number 38, C, carries -0.628; number 39, C, carries -0.579; number 40, C, carries -0.734; number 41, C, carries -0.651; number 42, C, carries -0.594; number 43, C, carries -0.714; number 44, C, carries -0.627; number 45, C, carries -0.631; number 46, C, carries -0.677; number 47, C, carries -0.588; number 48, C, carries -0.665; number 49, C, carries -0.632; number 50, B, carries -1.157; number 51, B, carries -1.224; number 52, B, carries -1.263; number 53, H, carries 0.054; number 54, H, carries 0.003; number 55, H, carries 0.015; number 56, H, carries 0.066; number 57, H, carries -0.003; number 58, H, carries -0.012; number 59, H, carries 0.035; number 60, H, carries 0.014; number 61, H, carries 0.033; number 62, H, carries 0.041; number 63, H, carries 0.070; number 64, H, carries 0.056; number 65, H, carries 0.062; number 66, H, carries 0.043; number 67, H, carries 0.051; number 68, H, carries 0.054; number 69, H, carries 0.030; number 70, H, carries 0.034; number 71, H, carries 0.039; number 72, H, carries 0.043; number 73, H, carries 0.034; number 74, H, carries 0.031; number 75, H, carries 0.051; number 76, H, carries 0.047; number 77, H, carries 0.006; number 78, H, carries 0.047; number 79, H, carries 0.033; number 80, H, carries 0.027; number 81, H, carries 0.058; number 82, H, carries 0.050; number 83, H, carries 0.039; number 84, H, carries 0.052; number 85, H, carries -0.004; number 86, H, carries 0.041; number 87, H, carries 0.039; number 88, H, carries 0.038

---

DFT (ωB97M-V with the def2-TZVPD basis set) results for a structure of composition C33H32BBrN13NaO3S.

```
! wB97M-V def2-TZVPD RIJCOSX def2/J DEFGRID3
* xyz -1 2
Br 1.25 -3.03 12.47
S 10.45 -9.93 15.29
Na 7.77 -8.45 17.08
O 10.35 -9.39 13.92
O 11.42 -9.22 16.12
O 9.09 -10.03 15.83
N 5.82 -10.02 18.59
N 8.72 -7.74 19.54
N 1.72 -8.26 16.51
N 12.04 -7.62 22.72
N 4.82 -9.15 18.57
N 4.52 -7.02 17.49
N 2.60 -8.69 17.46
N 4.47 -9.13 15.98
N 12.04 -4.64 19.86
N 5.80 -6.58 17.55
N 5.74 -8.84 15.45
N 6.27 -5.45 14.77
N 8.79 -6.33 15.87
C 6.90 -4.65 18.12
C 8.71 -5.65 14.66
C 3.97 -5.72 14.11
C 9.86 -5.20 14.02
C 2.83 -5.21 13.53
C -0.67 -8.15 16.20
C 0.54 -8.53 16.97
C 5.15 -4.96 14.10
C 3.69 -9.44 14.89
C 11.21 -6.25 15.69
C 10.71 -6.68 20.74
C 2.85 -3.94 13.02
C 5.71 -8.93 14.17
C 5.70 -5.25 17.84
C 4.43 -9.34 13.77
C 6.36 -9.95 19.80
C 11.40 -7.26 21.81
C 11.14 -5.52 14.54
C 5.19 -3.73 13.46
C 7.45 -10.90 20.22
C 5.64 -9.04 20.55
C 6.89 -8.77 13.34
C 11.37 -5.54 20.21
C 7.39 -5.33 14.14
C 4.01 -3.19 12.93
C 11.15 -11.58 15.24
C 3.68 -6.06 17.46
C 0.63 -9.13 18.19
C 10.01 -6.66 16.32
C 1.92 -9.29 18.47
C 4.74 -8.51 19.75
C 4.40 -4.78 17.69
C 9.63 -7.25 20.08
B 4.11 -8.54 17.35
H 7.73 -11.58 19.44
H -0.08 -9.51 18.89
H 4.04 -2.16 12.53
H -0.48 -7.36 15.49
H 1.86 -5.74 13.41
H 11.96 -11.50 14.54
H 6.98 -3.85 17.38
H 8.26 -10.22 20.61
H 2.36 -9.68 19.33
H 3.98 -9.68 12.81
H 10.39 -12.21 14.92
H 6.79 -7.81 12.82
H 12.02 -5.18 13.96
H 2.56 -6.07 17.40
H -1.50 -7.84 16.83
H 9.76 -4.59 13.13
H 7.46 -4.92 13.15
H 7.13 -11.55 21.03
H 7.06 -9.62 12.72
H 6.05 -3.10 13.59
H 4.07 -7.71 20.03
H 11.48 -11.92 16.21
H 7.76 -5.26 17.99
H 6.90 -4.26 19.13
H 5.76 -8.76 21.54
H 7.71 -8.58 14.01
H 2.70 -9.79 14.97
H -1.07 -8.99 15.53
H 10.18 -7.33 17.16
H 12.17 -6.60 16.09
H 3.96 -6.66 14.68
H 4.22 -3.70 17.94
*
```

Summary:
Energy above the lowest of the compared OMol25 structures with the same formula, charge and spin: 10.0 kcal/mol
Expectation value of S²: 0.77
Kohn-Sham gap (spin up / spin down): 6.52 / 2.94 eV
Energy: -146225.728 eV

Löwdin charges in e: number 1, Br, carries 0.694; number 2, S, carries 0.393; number 3, Na, carries 0.267; number 4, O, carries -0.384; number 5, O, carries -0.371; number 6, O, carries -0.392; number 7, N, carries 0.144; number 8, N, carries 0.161; number 9, N, carries 0.110; number 10, N, carries 0.093; number 11, N, carries -0.010; number 12, N, carries 0.038; number 13, N, carries 0.013; number 14, N, carries 0.063; number 15, N, carries 0.090; number 16, N, carries 0.292; number 17, N, carries 0.134; number 18, N, carries 0.147; number 19, N, carries 0.131; number 20, C, carries -0.041; number 21, C, carries -0.236; number 22, C, carries 0.000; number 23, C, carries -0.011; number 24, C, carries -0.117; number 25, C, carries -0.037; number 26, C, carries -0.399; number 27, C, carries -0.283; number 28, C, carries -0.103; number 29, C, carries -0.037; number 30, C, carries -0.318; number 31, C, carries -0.695; number 32, C, carries -0.390; number 33, C, carries -0.373; number 34, C, carries -0.045; number 35, C, carries -0.345; number 36, C, carries -0.277; number 37, C, carries -0.044; number 38, C, carries -0.028; number 39, C, carries -0.025; number 40, C, carries -0.052; number 41, C, carries -0.010; number 42, C, carries -0.260; number 43, C, carries -0.092; number 44, C, carries -0.131; number 45, C, carries -0.143; number 46, C, carries 0.017; number 47, C, carries -0.057; number 48, C, carries -0.116; number 49, C, carries -0.047; number 50, C, carries -0.131; number 51, C, carries 0.101; number 52, C, carries -0.217; number 53, B, carries -0.666; number 54, H, carries 0.070; number 55, H, carries 0.104; number 56, H, carries 0.106; number 57, H, carries 0.058; number 58, H, carries 0.114; number 59, H, carries 0.051; number 60, H, carries 0.113; number 61, H, carries 0.080; number 62, H, carries 0.106; number 63, H, carries 0.117; number 64, H, carries 0.027; number 65, H, carries 0.076; number 66, H, carries 0.118; number 67, H, carries 0.156; number 68, H, carries 0.064; number 69, H, carries 0.104; number 70, H, carries 0.119; number 71, H, carries 0.065; number 72, H, carries 0.089; number 73, H, carries 0.109; number 74, H, carries 0.132; number 75, H, carries 0.057; number 76, H, carries 0.060; number 77, H, carries 0.106; number 78, H, carries 0.089; number 79, H, carries 0.052; number 80, H, carries 0.097; number 81, H, carries 0.102; number 82, H, carries 0.093; number 83, H, carries 0.123; number 84, H, carries 0.103; number 85, H, carries 0.137